# 1
Here is a structure of composition C4H15N3P from the Open Molecules 2025 dataset. Energies are from wB97M-V/def2-TZVPD.

```
23
Properties=species:S:1:pos:R:3:forces:R:3:nbo_charge:R:1
C 0.582498 -2.454564 0.212298 0.20 -0.92 0.14 -0.410
C 1.616902 -0.291503 -0.005086 0.85 0.43 0.00 -0.406
C -0.107219 -0.963683 -1.539886 -0.29 0.06 -0.87 -0.407
C -0.651508 -0.448933 0.739790 -0.66 2.25 0.90 -0.551
N -0.327197 4.033986 2.488392 -0.09 0.17 -0.09 -0.487
N -0.311622 3.444771 1.349158 0.56 0.17 0.28 -0.482
N 0.357348 -1.039470 -0.145940 0.01 -0.22 0.00 -0.235
P -0.687355 1.851072 0.951295 -0.40 -1.40 -0.13 0.769
H 1.023078 -2.523421 1.205856 -0.05 0.17 -0.04 0.233
H -0.363816 -2.992835 0.214178 -0.03 0.17 -0.06 0.237
H 1.255019 -2.925928 -0.502997 0.04 0.10 -0.06 0.226
H 1.922803 -0.271560 1.039422 -0.11 -0.10 0.00 0.234
H 2.403086 -0.756614 -0.600119 -0.11 -0.06 0.00 0.229
H 1.474493 0.736135 -0.338168 -0.05 -0.14 -0.04 0.232
H -1.006597 -1.565095 -1.667133 0.06 0.00 0.16 0.235
H -0.340374 0.067739 -1.795059 0.05 0.02 0.11 0.232
H 0.659734 -1.334209 -2.217599 0.08 0.00 0.12 0.230
H -1.656743 -0.698654 0.420803 -0.04 -0.27 -0.17 0.216
H -0.491079 -0.780626 1.763426 0.11 -0.11 -0.05 0.211
H 0.434491 4.659462 2.717018 -0.15 0.03 -0.07 0.386
H -1.122926 3.996725 3.116313 0.06 -0.17 0.06 0.366
H -2.042648 1.708287 1.258826 -0.20 -0.11 0.30 -0.042
H -0.765929 2.113111 -0.397073 0.16 -0.06 -0.50 -0.018
```
Forces are in eV/Å.

For the HOMO energy (alpha / beta), the calculation gives -0.4143 / -0.4143 Eh. The electronic energy is -666.6390 hartree. Its total charge is +1.

# 2
Here is the molecule C3H7N3 from the Open Molecules 2025 dataset. Energies are from wB97M-V/def2-TZVPD.

```
13
Properties=species:S:1:pos:R:3:forces:R:3:nbo_charge:R:1
C -1.148078 0.396049 0.317330 0.03 0.46 -0.17 0.358
C 0.188352 -0.372079 -0.116264 0.27 -0.04 -0.01 0.227
N 0.364487 0.774138 0.949433 -0.29 -0.11 -0.22 -0.731
N 0.264124 -1.660972 0.468015 -0.07 0.08 0.06 -0.845
C 0.822946 -0.099561 -1.328330 -0.12 -0.01 0.19 -0.705
N -2.058464 1.184312 0.038682 0.27 -0.26 0.19 -0.643
H 0.951467 1.562078 0.674713 -0.09 -0.13 -0.04 0.399
H 0.610648 0.355799 1.839648 -0.04 -0.01 -0.08 0.414
H 0.953064 -2.234769 -0.001171 -0.05 0.07 -0.02 0.386
H -0.635993 -2.116373 0.545544 0.07 0.04 -0.03 0.379
H -2.007065 2.140237 0.377987 0.05 -0.07 0.05 0.367
H 0.922171 0.924712 -1.663322 -0.03 0.01 0.04 0.189
H 0.772342 -0.853572 -2.102267 0.01 -0.02 0.04 0.205
```
Forces are in eV/Å.

For the HOMO energy (alpha / beta), the calculation gives -0.2526 / -0.2526 Eh. The electronic energy is -282.6114 hartree. Its total charge is 0.

# 3
Here is a structure of composition C27H44MnN7OSSe from the Open Molecules 2025 dataset. Energies are from wB97M-V/def2-TZVPD.

```
82
Properties=species:S:1:pos:R:3:forces:R:3:lowdin_spin:R:1
Mn 9.611983 11.288113 10.154700 -0.36 0.09 1.85 4.311
O 10.350044 14.102087 10.764936 -0.11 -0.86 -1.09 0.002
N 10.947154 14.171022 11.921779 -0.29 1.24 -0.01 -0.001
C 12.309872 14.178018 11.912092 -0.19 -0.19 1.47 0.001
C 12.963047 14.123832 13.147063 -0.34 -0.10 -0.33 0.000
C 12.211959 14.289133 14.342815 -1.11 -0.14 -0.58 0.001
C 10.814346 14.502866 14.282311 1.31 -0.99 -0.43 -0.001
C 10.110972 14.404592 13.030017 3.33 -0.41 1.16 0.000
S 8.486242 14.411050 12.982502 -2.03 0.19 -0.66 -0.001
H 12.774865 14.224929 10.905621 -0.47 -0.39 0.95 0.000
H 14.012066 13.821195 13.182252 -0.23 0.57 0.00 0.000
H 12.741257 14.167671 15.291955 -0.36 0.22 -0.23 0.000
H 10.143954 14.511413 15.154611 0.72 0.30 -0.32 0.000
C 6.774817 10.918654 8.275277 -1.51 0.44 -0.18 0.001
N 7.347239 12.200605 7.886757 -0.62 1.48 -0.71 0.011
C 7.310220 12.467940 6.437842 -0.77 0.87 0.27 0.001
C 7.658728 13.171113 8.813308 0.80 0.21 1.40 0.019
N 8.190413 12.754227 9.943524 -0.03 0.35 -0.96 0.030
N 7.500930 14.507754 8.547964 -0.63 -0.35 -0.84 0.008
C 8.358655 15.561407 9.119708 -0.11 -0.42 -0.32 0.001
C 6.309404 15.027142 7.876274 -0.43 0.32 1.11 0.001
H 7.441382 10.181037 7.864535 -0.12 -0.82 0.07 0.000
H 5.735382 10.817668 7.811474 1.26 0.00 0.40 0.000
H 6.633097 10.801716 9.371313 0.47 0.26 -0.82 0.001
H 6.299768 12.718200 6.031490 0.37 -0.50 0.47 0.000
H 7.662366 11.562779 5.991394 0.14 -0.55 -0.66 0.000
H 7.924200 13.306363 6.061504 0.13 -0.40 0.86 0.000
H 8.454022 13.511779 10.604046 -0.39 -0.39 -0.07 0.004
H 9.375106 15.378264 8.785450 0.24 0.09 0.05 0.000
H 8.390412 15.513262 10.227950 -0.31 0.60 -0.61 0.000
H 7.986820 16.486395 8.614748 0.45 -0.47 1.06 0.000
H 6.501421 15.474078 6.906370 0.17 -0.03 -0.26 0.000
H 5.836040 15.815760 8.520660 0.54 -0.57 -0.47 0.000
H 5.549675 14.264772 7.802790 -0.12 -0.39 -0.28 0.000
C 14.854757 9.465932 10.562895 0.77 -0.07 -0.47 0.000
C 13.604277 9.216669 11.360684 -0.82 -0.52 0.54 0.001
N 12.623303 10.168433 10.858116 -1.10 0.76 -1.06 0.005
C 12.416607 10.393381 9.502272 0.05 0.09 0.83 0.014
N 11.321623 11.052854 9.113569 1.22 -0.78 0.82 0.021
C 11.179447 11.452898 7.733315 0.35 -1.32 -0.26 0.013
C 11.855746 10.489868 6.775820 1.85 0.20 -1.12 0.003
C 13.337288 10.264172 7.203014 -0.39 0.27 0.05 0.000
N 13.395581 9.968515 8.649172 -0.77 -0.22 -0.39 0.006
C 14.511591 9.173206 9.090241 1.21 -0.15 0.57 0.001
H 15.716345 8.840957 10.885057 -0.62 0.34 -0.21 0.000
H 15.146169 10.538221 10.631427 -0.14 -0.67 0.16 0.000
H 13.730646 9.365590 12.477640 -0.25 -0.19 -1.40 0.000
H 13.192081 8.183910 11.136008 0.74 0.77 0.65 0.000
H 11.832103 10.435340 11.468993 0.48 -0.41 -0.35 0.002
H 11.625088 12.421113 7.614333 -0.06 0.80 -0.27 0.000
H 10.124216 11.450403 7.491700 -0.37 0.49 -0.07 0.005
H 11.956746 10.965074 5.773463 -0.43 -0.30 0.50 0.000
H 11.391310 9.507777 6.618061 -0.23 0.34 0.42 0.000
H 13.918633 11.226623 7.138291 -0.36 -0.97 -0.75 0.000
H 13.775696 9.419584 6.548347 -0.38 1.35 1.37 0.000
H 15.402677 9.421266 8.482171 -0.51 -0.05 0.07 0.000
H 14.307979 8.097984 8.949092 0.04 0.24 0.02 0.000
C 9.076503 9.273389 9.788983 0.96 -0.21 0.10 -0.307
H 9.144290 9.044859 8.724789 0.59 0.18 -0.05 -0.017
H 8.106690 8.985177 10.081882 -1.41 0.21 0.70 -0.015
H 9.763629 8.723263 10.447483 0.07 0.19 -0.60 -0.001
C 5.208146 6.273037 13.573655 -0.59 0.23 -0.98 -0.001
C 6.330518 7.242284 13.262648 -0.94 1.92 0.18 -0.004
C 6.020941 8.620842 13.095894 -0.78 0.12 0.78 0.001
C 6.965793 9.657405 12.967672 0.49 -1.46 -0.19 -0.003
C 6.589003 11.080797 12.773716 -0.20 0.33 -1.07 0.000
C 8.324335 9.273937 12.981646 0.26 -1.28 -0.54 -0.001
Se 9.805017 10.472372 12.917168 -0.16 1.17 -1.02 -0.110
C 8.663880 7.893778 12.992384 -0.21 0.84 0.20 -0.007
C 10.128722 7.474031 12.970370 -0.17 0.00 -0.42 0.000
C 7.658220 6.924788 13.139230 1.24 0.70 -0.04 0.001
H 4.303607 6.719602 14.058286 0.99 -0.09 -0.33 0.000
H 5.522440 5.421771 14.146821 0.32 -0.30 0.47 0.000
H 4.861697 5.854807 12.614936 -0.10 0.04 0.21 0.000
H 4.951242 8.918795 13.235896 0.92 -0.23 -0.34 0.000
H 5.849595 11.376910 13.506331 -0.45 0.19 -0.12 0.000
H 6.238194 11.266936 11.702645 0.17 -0.19 1.41 0.000
H 7.460325 11.713270 12.913587 0.00 0.16 0.01 0.000
H 10.702246 7.935783 12.131009 -0.56 -0.43 0.46 0.000
H 10.195202 6.378738 12.906982 0.13 0.27 0.11 0.000
H 10.636200 7.855283 13.862813 -0.07 -0.28 -0.01 0.000
H 8.062684 5.952043 13.215697 -0.18 -1.31 0.13 0.000
```
Forces are in eV/Å.

For the HOMO energy (alpha / beta), the calculation gives -0.2213 / -0.2222 Eh. As for the spin multiplicity: 5. The electronic energy is -5464.2527 hartree. Its total charge is 0.